No. 1
Computed, not measured: a structure of composition C30H38BF4I4N4OPS3Tc at a distorted geometry, with wB97M-V/def2-TZVPD.

E_LUMO (spin up / spin down): -1.1115 / -1.9784 eV
Charge: 0
HOMO level (spin up / spin down): -0.279 / -0.279 Ha
Gap between HOMO and LUMO (spin up / spin down): 6.49 / 5.62 eV
Spin multiplicity: 4

Each line ends with the Löwdin spin population.
Atoms and positions in Å:
C 3.619 2.281 1.381  0.03
H -2.845 0.274 1.737  0.00
H 0.033 -0.365 -2.344  0.00
H -0.112 -1.141 -3.923  0.00
H -3.964 -2.268 -0.992  0.00
C 1.408 3.236 -4.510  0.00
H 4.164 4.009 4.233  0.00
H 3.870 2.278 0.330  0.00
C -3.002 5.440 -2.981  0.00
H -4.610 -1.342 0.358  0.00
H 0.400 -4.194 -2.184  0.00
N 2.776 1.355 1.786  0.00
H -1.241 -0.426 1.780  0.00
F 0.226 1.559 0.691  0.03
H -2.945 -0.159 -1.754  0.00
H -3.340 0.784 -0.332  0.00
C -1.460 -4.920 -0.078  0.00
F -1.295 3.256 1.049  0.00
C -1.265 -3.568 1.992  0.00
H -2.742 6.089 -5.009  0.00
C 4.533 -2.864 1.850  0.00
C 0.758 -4.026 0.709  0.00
C 2.515 2.072 5.384  0.03
B -0.238 2.661 1.637  0.00
C -0.600 -1.002 -2.960  0.00
C -0.704 3.944 -3.398  0.00
I 3.249 3.331 6.910  0.00
I 3.699 -1.703 0.155  -0.01
H -0.932 3.322 -1.364  0.00
H -2.637 -1.363 2.320  0.00
H -1.001 -4.447 2.578  0.00
H 1.263 -4.167 -0.241  0.00
I 3.297 -2.826 3.577  0.00
I -0.147 -1.373 5.256  0.00
C -2.607 0.097 -0.753  0.00
H -2.967 4.624 -0.993  0.00
H 0.669 -3.215 -3.613  0.00
C 2.927 2.247 4.046  0.00
C -2.011 -3.062 -2.906  0.00
H 4.633 -3.894 1.524  0.00
C -0.804 -2.365 -2.293  0.02
H -1.408 -5.776 0.596  0.00
C -1.349 3.910 -2.164  0.00
H -2.202 -4.029 -2.454  0.00
F 0.846 3.473 1.785  0.00
C -2.493 4.654 -1.961  0.00
P -0.908 -2.079 -0.396  0.11
C 1.898 1.774 -2.599  0.01
H -0.732 4.776 -5.387  0.00
C -0.737 -3.742 0.570  0.02
H -3.889 6.034 -2.822  0.00
C 3.796 3.245 3.565  0.03
H -1.656 0.623 -0.811  0.00
C -2.289 -0.648 1.582  0.00
S 1.440 4.111 -5.909  0.00
H -2.905 -2.450 -2.816  0.00
H 4.804 3.996 1.829  0.00
C 1.517 0.296 3.450  -0.01
H -1.536 -0.487 -3.143  0.00
S 2.686 0.774 -1.475  0.02
C -2.494 -1.134 0.145  0.02
H 0.896 -4.923 1.311  0.00
C -2.361 5.473 -4.207  0.00
C -3.773 -1.959 0.033  0.00
H -0.808 -2.707 2.468  0.00
N 0.354 -1.190 -0.106  0.45
H 1.319 -2.677 -2.063  0.00
N 0.477 3.178 -3.525  0.00
C 4.145 3.247 2.237  0.00
N 0.762 2.355 -2.495  0.01
H -2.512 -4.704 -0.251  0.00
C 2.431 1.329 3.093  0.00
H 1.216 -3.186 1.227  0.00
C 1.655 1.061 5.747  -0.01
C 0.473 -3.171 -2.542  0.00
C 1.158 0.191 4.790  0.03
O 1.087 -0.510 2.548  0.08
Tc 1.609 0.033 0.646  2.09
H -1.000 -5.219 -1.015  0.00
H -2.345 -3.474 2.023  0.00
C -1.218 4.725 -4.427  0.00
H 1.356 0.938 6.778  0.00
H -3.751 -2.843 0.664  0.00
F -0.554 2.014 2.794  0.00
S 2.751 2.178 -4.103  0.00
H -1.827 -3.217 -3.968  0.00
H 5.499 -2.432 2.098  0.00

=====

No. 2
Computed, not measured: a structure of composition C30H38CrFN7O2S, with wB97M-V/def2-TZVPD.

E_LUMO (spin up / spin down): -3.5665 / -2.8692 eV
Charge: +1
HOMO level (spin up / spin down): -0.377 / -0.389 Ha
Gap between HOMO and LUMO (spin up / spin down): 6.70 / 7.73 eV
Spin multiplicity: 4

Each line ends with the Löwdin spin population.
Atoms and positions in Å:
C 0.151 2.646 0.274  0.00
H -0.220 -4.810 3.118  0.00
H -0.511 3.310 -0.279  0.00
N -1.922 -0.019 -1.864  0.00
O 0.714 1.263 -4.685  0.00
H -4.851 1.466 -2.412  0.00
C -3.813 -1.559 2.669  0.00
C 2.455 5.107 -1.648  0.00
F -2.462 -2.742 -1.034  0.02
C -4.658 -2.276 1.832  0.02
H -0.678 -3.427 -2.307  0.00
C -2.028 -1.611 1.016  0.00
S 1.311 1.105 -3.398  0.00
C -0.171 -3.726 3.196  0.00
H 0.845 5.888 -2.840  0.00
C 1.816 -1.149 3.245  0.00
C -3.787 1.299 -2.414  0.00
C 1.062 3.784 -3.110  0.00
N 0.157 0.508 -2.375  0.00
H 2.900 -3.439 1.602  0.00
H 2.419 -1.822 3.834  0.00
N -0.739 -1.322 0.591  0.04
C -2.529 -1.231 2.268  0.01
H 2.632 0.601 4.173  0.00
C -1.585 2.325 2.046  0.00
C 0.155 -0.774 1.556  0.01
H -1.181 -3.330 3.088  0.00
C 1.399 -3.389 -2.079  0.00
C 1.782 2.647 -2.758  0.00
H 3.362 -2.810 -1.351  0.00
H 4.017 4.031 -0.635  0.00
C 0.936 -1.664 2.301  0.00
H -3.270 3.118 -3.439  0.00
H -4.153 -1.249 3.647  0.00
H 0.835 2.184 -0.436  0.00
H -2.195 1.623 2.609  0.00
H 2.386 7.148 -1.485  0.00
H 0.320 -3.334 1.159  0.00
H 1.227 2.147 2.877  0.00
C 1.396 5.001 -2.560  0.00
H 2.489 -3.969 3.221  0.00
H -2.254 2.998 1.513  0.00
N 1.885 -1.329 -0.951  -0.01
O 2.406 0.174 -3.214  0.00
C -0.656 1.612 1.058  0.00
C -1.160 0.915 -2.469  0.01
N 2.759 6.309 -1.075  0.00
H 0.188 -3.477 4.194  0.00
C 0.784 -3.162 2.141  0.00
C -2.903 -2.338 0.219  0.01
H 3.425 1.860 -1.627  0.00
C -4.187 -2.672 0.587  0.00
H 2.284 -0.787 -1.738  0.00
H -1.015 2.921 2.756  0.00
C 2.847 2.738 -1.866  0.00
H -0.185 -3.680 -0.773  0.00
H 3.641 6.411 -0.604  0.00
C -3.237 0.168 -1.838  0.00
H -1.883 -0.688 2.942  0.00
H -5.658 -2.534 2.142  0.00
C 1.151 1.084 2.706  0.00
C -2.905 2.206 -2.985  0.01
H 2.223 -0.893 -0.094  0.00
H 0.249 3.702 -3.815  0.00
H -4.793 -3.243 -0.101  0.00
H 2.185 -3.215 -0.086  0.00
Cr -0.168 -1.066 -1.211  2.86
H -1.292 1.056 0.360  0.00
N 0.015 -3.142 -1.617  0.00
N -1.586 2.033 -3.014  0.00
H 1.990 -4.938 1.855  0.00
H 1.618 -4.457 -2.173  0.00
H 1.520 -2.930 -3.062  0.00
C 2.311 -2.735 -1.061  0.00
C 1.937 0.218 3.442  0.00
C 0.239 0.609 1.764  0.00
C 3.182 3.956 -1.316  0.00
H -3.835 -0.585 -1.344  0.00
H 0.746 3.264 0.946  0.00
C 2.117 -3.912 2.199  0.00